The following is a quantum chemistry calculation of a structure of composition C27H38BiClP2, from the OMol25 dataset.

Computed properties:
**Orbital gap**: 6.526 eV

```
! RIJCOSX wB97M-V def2-TZVPD def2/J DEFGRID3
* xyz 2 1
C -1.6651 -0.9524 4.6067
H 1.6297 1.7226 -3.8085
H 3.8772 1.3807 -4.7984
H -1.4807 -2.3448 -1.0463
C -1.7168 3.8740 -3.9447
H -1.1532 1.0736 0.1266
H 2.6132 -0.8556 2.7633
C -0.7556 1.4798 -2.8580
C -1.9187 1.4835 -3.6381
C 2.1603 0.7895 -3.6433
H -0.7774 -0.6539 -4.9329
C -2.3968 2.6789 -4.1769
C -0.5558 3.8737 -3.1677
C 4.1110 -0.5994 -3.9784
H -1.7515 -1.1448 2.5098
H 0.6941 0.6935 5.8676
H -0.0243 4.8028 -2.9815
C 2.2768 -1.4060 -2.6305
H 1.0916 -2.5558 1.5962
H 2.7813 -2.0802 4.8681
H -3.3017 2.6734 -4.7784
C 1.2840 -2.5750 2.6851
H 0.3700 -2.9536 3.1860
C -1.2414 -1.4081 -4.3051
H 2.1108 -3.2945 2.8685
C 3.5345 -1.6007 -3.1938
C 3.4255 0.5954 -4.1987
H 2.0052 1.5173 3.7611
H -2.1569 -2.4337 -5.9598
H -1.4379 -0.2636 5.4334
C -2.4342 0.8286 2.9994
C 0.8944 1.5101 3.8078
H 0.8201 2.6794 -2.0061
Bi -0.0782 -0.0343 0.1833
P -0.0772 -0.0474 -2.1110
C 1.5775 -0.2135 -2.8608
C -1.4649 -0.3358 3.2149
H 1.8351 -2.1664 -1.9915
H -1.0481 -1.8640 4.7180
Cl 2.2663 -0.5187 0.2753
C 1.9902 -1.3147 4.7186
H -2.0913 4.8035 -4.3646
C -2.6209 -3.3821 -4.0803
C -2.4332 -3.3519 -2.6969
H -1.5123 -0.6078 0.1403
H -2.8929 -4.1089 -2.0675
H -0.6535 1.7544 5.3388
H 1.1073 -1.6123 5.3146
H -2.4510 0.5558 -3.8233
H 2.4214 -0.3732 5.1094
H -2.7237 -1.2681 4.7261
H -3.2264 -4.1634 -4.5311
H -0.6346 2.9177 3.0556
H -3.4779 0.4678 3.1244
H -2.2761 1.6293 3.7434
C -1.6458 -2.3584 -2.1196
H -2.3476 1.2461 1.9816
H 0.9178 2.4591 5.7640
C 0.4376 1.5854 5.2745
H 0.8400 2.7937 2.0424
C -1.0491 -1.3725 -2.9180
H 0.8864 3.6881 3.5988
C -2.0207 -2.4115 -4.8821
C 0.4632 2.7973 3.0878
P 0.3171 0.0433 2.8155
H 4.0727 -2.5257 -3.0073
C 1.6641 -1.1882 3.2238
C -0.0777 2.6859 -2.6196
H 5.0981 -0.7464 -4.4078
*
```

Need the Löwdin charges? In units of e they are: number 1, C, carries -0.092; number 2, H, carries 0.092; number 3, H, carries 0.120; number 4, H, carries 0.054; number 5, C, carries -0.032; number 6, H, carries -0.118; number 7, H, carries 0.072; number 8, C, carries -0.352; number 9, C, carries -0.064; number 10, C, carries -0.064; number 11, H, carries 0.124; number 12, C, carries -0.034; number 13, C, carries -0.043; number 14, C, carries -0.035; number 15, H, carries 0.093; number 16, H, carries 0.069; number 17, H, carries 0.121; number 18, C, carries -0.166; number 19, H, carries 0.024; number 20, H, carries 0.109; number 21, H, carries 0.123; number 22, C, carries -0.138; number 23, H, carries 0.085; number 24, C, carries -0.084; number 25, H, carries 0.108; number 26, C, carries -0.048; number 27, C, carries -0.040; number 28, H, carries 0.128; number 29, H, carries 0.124; number 30, H, carries 0.075; number 31, C, carries -0.103; number 32, C, carries -0.506; number 33, H, carries 0.113; number 34, Bi, carries 1.063; number 35, P, carries 0.848; number 36, C, carries -0.385; number 37, C, carries -0.561; number 38, H, carries 0.092; number 39, H, carries 0.072; number 40, Cl, carries 0.178; number 41, C, carries -0.099; number 42, H, carries 0.124; number 43, C, carries -0.033; number 44, C, carries -0.048; number 45, H, carries -0.103; number 46, H, carries 0.119; number 47, H, carries 0.079; number 48, H, carries 0.082; number 49, H, carries 0.101; number 50, H, carries 0.080; number 51, H, carries 0.107; number 52, H, carries 0.123; number 53, H, carries 0.072; number 54, H, carries 0.111; number 55, H, carries 0.081; number 56, C, carries -0.108; number 57, H, carries 0.050; number 58, H, carries 0.111; number 59, C, carries -0.089; number 60, H, carries 0.072; number 61, C, carries -0.347; number 62, H, carries 0.104; number 63, C, carries -0.033; number 64, C, carries -0.121; number 65, P, carries 0.998; number 66, H, carries 0.120; number 67, C, carries -0.572; number 68, C, carries -0.123; number 69, H, carries 0.122